(1)
Computed, not measured: a cluster of 2 separate species, C12H15NOSe in total in a non-equilibrium geometry, with wB97M-V/def2-TZVPD.

```
30
Properties=species:S:1:pos:R:3
Se -1.210 0.742 -1.830
O -0.180 0.498 1.902
N 1.198 1.380 0.320
C -1.953 -3.132 0.702
C -2.687 -1.988 0.966
C -0.791 -1.985 -1.057
C -1.425 1.998 -0.560
C 2.822 -0.361 0.099
C -2.483 -0.840 0.223
C 2.221 0.908 -0.553
C 0.823 0.470 1.192
C -1.367 3.448 -0.845
C 1.825 -0.713 1.204
C -1.520 -0.840 -0.773
C -1.010 -3.131 -0.313
H -0.439 -4.022 -0.525
H 1.766 0.672 -1.537
H -3.062 0.048 0.429
H -0.390 3.727 -1.244
H 2.968 1.690 -0.720
H 2.940 -1.167 -0.626
H 1.265 -1.627 1.006
H -2.110 3.733 -1.593
H -0.049 -1.971 -1.844
H -3.426 -1.989 1.752
H -1.421 1.653 0.468
H 3.804 -0.132 0.514
H 2.284 -0.798 2.187
H -1.535 4.018 0.065
H -2.115 -4.024 1.287
```

Summary:
- highest occupied orbital energy (alpha / beta) (eV) = -7.2 / -7.2
- DFT total energy (eV) = -81568.075
- frontier orbital gap (alpha / beta) (eV) = 5.62 / 5.61
- strongest force on any atom (eV/Å) = 2.04
- lowest unoccupied orbital energy (alpha / beta) (hartree) = -0.058 / -0.058
- energy above the lowest of the compared OMol25 structures with the same formula, charge and spin (eV) = 0.7859

---

(2)
Computed, not measured: the ion C6H10N3O with charge +1 in a non-equilibrium geometry, with wB97M-V/def2-TZVPD.

```
20
Properties=species:S:1:pos:R:3
O 1.827 -0.976 -0.679
N -2.214 0.653 -0.136
N -0.924 0.667 -2.104
N -3.279 0.453 1.850
C 1.517 -0.238 0.487
C 0.124 -0.235 0.838
C 3.072 -0.502 -1.152
C -2.154 0.305 1.088
C -1.132 0.548 -0.878
C -0.892 -0.314 1.619
H 3.252 0.450 -0.757
H 3.966 -1.184 -0.863
H 2.131 -0.651 1.303
H 1.822 0.815 0.380
H -1.583 0.919 -2.821
H -1.008 -0.861 2.573
H -3.436 -0.147 2.600
H -4.168 0.466 1.358
H 3.071 -0.434 -2.311
H 0.007 0.269 -2.394
```

Summary:
- charge = +1
- highest occupied orbital energy (eV) = -13.2
- DFT total energy (eV) = -12891.626
- frontier orbital gap (eV) = 8.64
- strongest force on any atom (eV/Å) = 6.64
- lowest unoccupied orbital energy (hartree) = -0.167
- energy above the lowest of the compared OMol25 structures with the same formula, charge and spin (eV) = 5.0157

---

(3)
Computed, not measured: a cluster of 3 separate species, C23H50N4O9P3S2 in total in a non-equilibrium geometry, with wB97M-V/def2-TZVPD.

```
91
Properties=species:S:1:pos:R:3
S -5.530 -3.839 3.826
S -4.602 -1.489 5.152
P 1.742 -1.202 6.747
P -1.419 0.400 -6.497
P 3.107 2.077 -0.263
O -1.441 -0.933 -5.821
O -0.940 1.702 -7.406
O 3.558 3.365 -1.194
O -2.114 1.370 -5.373
O 0.495 -1.785 7.712
O 3.098 0.745 0.423
O -2.701 0.205 -7.509
O 1.797 1.866 -1.247
O 2.435 3.051 0.867
N 0.090 -2.143 2.988
N -1.605 -5.471 4.095
N -3.026 -3.803 4.578
N 2.876 -2.522 6.662
C -1.017 0.451 5.705
C 3.228 3.461 1.985
C -1.350 1.762 -4.238
C -0.715 -0.928 3.436
C -0.941 -4.585 4.954
C 4.029 2.153 -3.302
C 1.306 0.560 -1.516
C -0.250 2.744 -4.607
C -4.307 -1.505 -6.850
C 0.235 0.161 -0.522
C 0.052 1.460 -8.431
C -0.427 0.506 -9.511
C 4.316 4.445 1.595
C -2.548 0.352 5.431
C -2.785 -4.994 3.890
C -1.821 -3.579 5.208
C -0.088 -0.136 4.598
C 4.529 3.119 -2.243
C -3.294 -0.792 6.220
C 1.222 -0.968 4.969
C 1.203 -2.224 4.014
C -4.263 -3.105 4.548
C -3.201 -1.100 -7.807
H -3.440 -5.549 3.228
H -5.227 -0.965 -7.081
H -3.815 -0.295 7.054
H 2.035 -0.337 4.573
H 5.453 2.749 -1.793
H 0.247 3.128 -3.712
H -0.740 -0.320 2.519
H 0.069 -4.671 5.347
H 0.285 2.428 -8.874
H -2.391 -1.830 -7.812
H 0.308 0.759 4.093
H 3.897 5.279 1.031
H 0.463 -2.012 2.043
H 3.053 2.460 -3.678
H -1.720 -1.349 3.589
H -0.353 -1.880 7.261
H 5.067 3.969 0.959
H 4.820 4.833 2.480
H 0.297 0.471 -10.326
H 4.733 2.114 -4.133
H 2.122 -2.106 3.419
H -2.618 -1.511 6.694
H -0.656 3.582 -5.173
H -3.596 -1.069 -8.824
H 0.506 2.264 -5.234
H 2.773 -2.999 7.562
H -0.697 0.687 -0.734
H 2.581 -3.231 5.988
H -1.391 0.822 -9.907
H -4.509 -2.575 -6.926
H -0.546 -0.508 -9.122
H -4.063 -1.272 -5.814
H -0.445 -3.012 2.877
H -0.793 1.527 5.756
H -1.588 -2.722 5.830
H 0.881 0.566 -2.520
H -0.828 0.071 6.719
H 2.547 3.935 2.693
H 0.041 -0.915 -0.577
H 2.124 -0.162 -1.533
H 4.746 4.083 -2.699
H -2.982 1.306 5.776
H -0.933 0.876 -3.748
H 0.504 0.414 0.507
H -2.824 0.271 4.372
H 3.925 1.141 -2.901
H 3.659 2.580 2.473
H 1.164 -3.194 4.514
H -2.039 2.237 -3.538
H 0.963 1.081 -7.962
```

Summary:
- charge = +1
- highest occupied orbital energy (eV) = -11.6
- DFT total energy (eV) = -98580.029
- frontier orbital gap (eV) = 8.24
- strongest force on any atom (eV/Å) = 7.88
- lowest unoccupied orbital energy (hartree) = -0.124